# 1
{"formula": "C72H80O24", "method": "ωB97M-V/def2-TZVPD", "smiles": "O=C1c2ccccc2C(=O)c2ccccc21.O=C1c2ccccc2C(=O)c2ccccc21.O=C1c2ccccc2C(=O)c2ccccc21.O=C1c2ccccc2C(=O)c2ccccc21.OCCO.OCCO.OCCO.OCCO.OCCO.OCCO.OCCO.OCCO", "de_lowest_kcal_mol": 17.2, "gap_ev": 8.21, "molar_mass_da": 1329.408, "fmax_ev_per_a": 3.6, "elements": ["C", "C", "C", "C", "C", "C", "C", "O", "C", "C", "C", "C", "C", "C", "C", "O", "H", "H", "H", "H", "H", "H", "H", "H", "C", "C", "C", "C", "C", "C", "C", "O", "C", "C", "C", "C", "C", "C", "C", "O", "H", "H", "H", "H", "H", "H", "H", "H", "C", "C", "C", "C", "C", "C", "C", "O", "C", "C", "C", "C", "C", "C", "C", "O", "H", "H", "H", "H", "H", "H", "H", "H", "C", "C", "C", "C", "C", "C", "C", "O", "C", "C", "C", "C", "C", "C", "C", "O", "H", "H", "H", "H", "H", "H", "H", "H", "C", "C", "O", "O", "H", "H", "H", "H", "H", "H", "C", "C", "O", "O", "H", "H", "H", "H", "H", "H", "C", "C", "O", "O", "H", "H", "H", "H", "H", "H", "C", "C", "O", "O", "H", "H", "H", "H", "H", "H", "C", "C", "O", "O", "H", "H", "H", "H", "H", "H", "C", "C", "O", "O", "H", "H", "H", "H", "H", "H", "C", "C", "O", "O", "H", "H", "H", "H", "H", "H", "C", "C", "O", "O", "H", "H", "H", "H", "H", "H"], "positions_angstrom": [[0.147, 0.188, -5.196], [0.902, 0.549, -6.282], [0.458, 0.171, -7.538], [-0.625, -0.682, -7.709], [-1.307, -1.141, -6.603], [-0.945, -0.640, -5.373], [-2.432, -2.169, -6.696], [-3.054, -2.654, -5.769], [-2.843, -2.485, -8.117], [-3.942, -3.271, -8.236], [-4.443, -3.550, -9.462], [-3.772, -3.072, -10.564], [-2.674, -2.235, -10.499], [-2.165, -1.845, -9.239], [-1.056, -0.892, -9.092], [-0.579, -0.261, -10.023], [0.463, 0.549, -4.248], [1.673, 1.313, -6.131], [1.042, 0.417, -8.413], [-1.568, -0.818, -4.482], [-4.297, -3.570, -7.240], [-5.177, -4.271, -9.774], [-4.284, -3.366, -11.532], [-2.091, -1.956, -11.378], [-0.184, -3.002, 1.513], [0.371, -2.064, 2.301], [0.912, -2.419, 3.509], [0.840, -3.669, 4.053], [0.192, -4.664, 3.276], [-0.325, -4.328, 2.004], [0.005, -6.073, 3.754], [-0.697, -6.906, 3.171], [0.889, -6.429, 4.909], [1.060, -7.810, 5.191], [1.826, -8.191, 6.328], [2.308, -7.204, 7.183], [2.263, -5.859, 6.832], [1.529, -5.440, 5.691], [1.548, -3.985, 5.310], [2.038, -3.151, 6.059], [-0.535, -2.809, 0.521], [0.479, -1.057, 1.903], [1.417, -1.703, 4.129], [-0.734, -5.114, 1.412], [0.512, -8.463, 4.467], [2.015, -9.182, 6.724], [2.766, -7.512, 8.122], [2.714, -4.978, 7.287], [3.678, -6.837, 3.213], [4.380, -5.717, 3.679], [4.317, -4.505, 3.020], [3.690, -4.411, 1.818], [2.923, -5.522, 1.365], [2.925, -6.720, 2.039], [2.290, -5.393, 0.016], [1.801, -6.354, -0.548], [2.375, -4.048, -0.717], [1.812, -3.897, -1.988], [1.841, -2.648, -2.616], [2.347, -1.503, -1.994], [2.892, -1.669, -0.752], [3.002, -2.937, -0.120], [3.618, -3.078, 1.203], [4.147, -2.143, 1.737], [3.676, -7.797, 3.812], [4.901, -5.877, 4.589], [4.808, -3.583, 3.418], [2.399, -7.576, 1.535], [1.311, -4.810, -2.441], [1.335, -2.654, -3.600], [2.454, -0.572, -2.545], [3.393, -0.831, -0.306], [-0.783, 4.735, -3.069], [-0.691, 5.163, -4.402], [-1.867, 5.458, -5.093], [-3.115, 5.272, -4.491], [-3.199, 4.919, -3.135], [-2.027, 4.625, -2.463], [-4.450, 4.690, -2.434], [-4.433, 4.296, -1.283], [-5.696, 4.866, -3.323], [-6.910, 4.455, -2.852], [-8.040, 4.518, -3.684], [-8.014, 4.967, -4.950], [-6.747, 5.313, -5.487], [-5.643, 5.242, -4.646], [-4.344, 5.634, -5.286], [-4.301, 6.290, -6.305], [0.047, 4.389, -2.490], [0.327, 5.146, -4.841], [-1.886, 5.836, -6.113], [-2.175, 4.262, -1.451], [-6.914, 4.097, -1.847], [-8.983, 4.233, -3.183], [-8.889, 5.099, -5.590], [-6.684, 5.698, -6.511], [-1.754, 2.875, 5.662], [-1.375, 4.348, 5.808], [-0.052, 4.429, 5.329], [-1.584, 2.363, 4.321], [-2.765, 2.667, 6.004], [-1.164, 2.238, 6.318], [-1.378, 4.609, 6.874], [-2.119, 4.945, 5.311], [0.030, 5.183, 4.763], [-2.409, 2.628, 3.861], [-0.258, 1.403, -0.984], [0.053, 0.392, 0.205], [1.414, 0.474, 0.676], [0.799, 1.434, -2.014], [-0.492, 2.372, -0.561], [-1.145, 1.074, -1.558], [-0.122, -0.631, -0.162], [-0.714, 0.545, 0.994], [1.479, 1.090, 1.401], [1.676, 1.519, -1.509], [3.568, 3.893, -2.701], [4.195, 2.700, -1.995], [3.216, 2.216, -1.056], [2.343, 3.514, -3.344], [4.147, 4.425, -3.415], [3.395, 4.705, -1.957], [5.087, 2.878, -1.465], [4.294, 1.778, -2.638], [3.605, 1.553, -0.492], [1.768, 3.033, -2.682], [1.049, 5.158, 0.837], [0.827, 6.235, 1.891], [1.358, 5.959, 3.188], [2.391, 4.813, 0.754], [0.545, 5.591, -0.028], [0.568, 4.244, 1.123], [-0.256, 6.335, 1.915], [1.286, 7.175, 1.601], [1.942, 5.176, 3.097], [2.413, 3.913, 0.446], [2.244, 1.221, 5.304], [2.069, 2.194, 4.117], [1.191, 1.687, 3.123], [1.108, 1.046, 6.059], [2.928, 1.789, 6.001], [2.692, 0.221, 5.066], [3.008, 2.453, 3.684], [1.724, 3.152, 4.569], [0.301, 1.947, 3.418], [0.395, 0.753, 5.447], [5.825, 0.477, 1.306], [6.460, -0.586, 0.460], [7.793, -0.268, 0.234], [4.410, 0.587, 1.121], [6.248, 1.398, 0.900], [6.170, 0.412, 2.382], [5.974, -0.722, -0.479], [6.398, -1.529, 1.024], [8.358, -1.020, 0.274], [4.038, -0.162, 1.619], [-4.203, 0.460, 0.877], [-4.719, 1.471, 1.861], [-3.724, 2.346, 2.318], [-3.028, -0.222, 1.436], [-3.749, 0.999, 0.072], [-5.000, -0.195, 0.546], [-5.229, 1.092, 2.742], [-5.464, 2.087, 1.268], [-3.303, 2.772, 1.561], [-3.295, -0.639, 2.260], [-2.681, -1.869, 4.343], [-1.866, -2.200, 5.584], [-0.779, -1.232, 5.704], [-3.209, -0.570, 4.319], [-3.533, -2.518, 4.143], [-2.019, -2.030, 3.381], [-1.385, -3.179, 5.588], [-2.504, -2.185, 6.495], [-0.590, -1.164, 6.655], [-2.452, 0.058, 4.460]]}



# 2
{"formula": "C72H81BrN2O6PS", "method": "ωB97M-V/def2-TZVPD", "total_charge": 1, "gap_ev": 5.55, "molar_mass_da": 1213.393, "fmax_ev_per_a": 3.7, "elements": ["C", "C", "O", "O", "C", "C", "C", "C", "C", "C", "C", "C", "C", "O", "O", "P", "O", "O", "S", "C", "C", "N", "C", "C", "C", "N", "C", "C", "Br", "H", "H", "H", "H", "H", "H", "H", "H", "H", "H", "H", "H", "H", "H", "H", "H", "H", "H", "H", "H", "H", "H", "H", "H", "H", "H", "H", "C", "C", "C", "C", "C", "C", "H", "H", "H", "H", "H", "H", "C", "C", "C", "C", "C", "C", "H", "H", "H", "H", "H", "H", "C", "C", "C", "C", "C", "C", "H", "H", "H", "H", "H", "H", "C", "C", "C", "C", "C", "C", "H", "H", "H", "H", "H", "H", "C", "C", "C", "C", "C", "C", "H", "H", "H", "H", "H", "H", "C", "C", "C", "C", "C", "C", "H", "H", "H", "H", "H", "H", "C", "C", "C", "C", "C", "C", "H", "H", "H", "H", "H", "H", "C", "C", "C", "C", "C", "C", "H", "H", "H", "H", "H", "H", "C", "C", "C", "C", "C", "C", "H", "H", "H", "H", "H", "H"], "positions_angstrom": [[7.030, -1.414, -1.045], [6.106, -1.770, 0.184], [6.240, -1.182, 1.224], [5.190, -2.808, -0.023], [3.838, -2.350, 0.202], [3.042, -1.942, -1.108], [3.971, -1.554, -2.344], [3.037, -1.531, -3.651], [2.754, -0.074, -4.182], [1.301, 0.107, -4.823], [0.161, -0.033, -3.769], [-0.244, 1.096, -2.884], [0.395, 2.504, -2.956], [0.832, 2.973, -3.964], [0.436, 3.332, -1.803], [1.981, 3.401, -1.134], [1.788, 4.059, 0.394], [2.998, 4.425, -1.922], [2.777, 1.641, -0.885], [-1.319, 0.814, -1.914], [-1.971, -0.507, -1.815], [-2.958, -0.649, -0.809], [-4.175, -0.407, -1.223], [-5.040, 0.744, -0.581], [-4.920, -1.246, -2.347], [-1.552, -1.524, -2.673], [-2.160, -2.881, -2.593], [-0.542, -1.322, -3.632], [-0.109, -2.844, -4.789], [8.053, -1.185, -0.660], [7.025, -2.284, -1.763], [6.624, -0.523, -1.598], [3.777, -1.511, 0.944], [3.282, -3.215, 0.660], [2.377, -1.050, -0.932], [2.411, -2.821, -1.425], [4.491, -0.574, -2.214], [4.674, -2.423, -2.472], [2.058, -1.972, -3.328], [3.465, -2.223, -4.430], [3.503, 0.207, -4.980], [2.931, 0.642, -3.330], [1.309, 1.102, -5.340], [1.223, -0.661, -5.645], [1.210, 3.418, 0.854], [3.658, 4.781, -1.286], [-1.615, 1.650, -1.228], [-4.709, 1.762, -0.908], [-5.066, 0.609, 0.537], [-6.114, 0.642, -0.914], [-6.012, -1.018, -2.399], [-4.790, -2.322, -2.026], [-4.365, -1.086, -3.309], [-1.408, -3.695, -2.467], [-2.836, -3.032, -3.477], [-2.830, -2.931, -1.687], [9.672, -2.336, 3.381], [10.369, -3.248, 4.165], [9.767, -4.441, 4.545], [8.471, -4.728, 4.133], [7.775, -3.817, 3.346], [8.373, -2.619, 2.973], [10.140, -1.403, 3.088], [11.382, -3.027, 4.481], [10.308, -5.149, 5.162], [8.003, -5.661, 4.425], [6.765, -4.041, 3.022], [7.827, -1.908, 2.363], [-8.788, -1.091, -4.320], [-9.417, -0.411, -3.284], [-10.680, -0.805, -2.858], [-11.310, -1.886, -3.462], [-10.679, -2.569, -4.496], [-9.420, -2.170, -4.928], [-7.804, -0.781, -4.654], [-8.923, 0.429, -2.808], [-11.173, -0.270, -2.055], [-12.292, -2.197, -3.128], [-11.170, -3.413, -4.966], [-8.931, -2.699, -5.737], [15.573, -3.551, 4.481], [16.270, -4.462, 5.265], [15.668, -5.656, 5.645], [14.373, -5.943, 5.232], [13.677, -5.033, 4.445], [14.275, -3.835, 4.073], [16.041, -2.618, 4.188], [17.283, -4.242, 5.581], [16.210, -6.364, 6.261], [13.905, -6.876, 5.524], [12.667, -5.258, 4.122], [13.730, -3.123, 3.464], [-2.678, 2.638, -5.978], [-3.782, 2.879, -6.787], [-3.848, 4.041, -7.545], [-2.804, 4.958, -7.503], [-1.698, 4.716, -6.698], [-1.636, 3.558, -5.932], [-2.628, 1.731, -5.383], [-4.593, 2.160, -6.825], [-4.712, 4.232, -8.170], [-2.853, 5.862, -8.098], [-0.883, 5.430, -6.667], [-0.776, 3.370, -5.300], [-5.057, -7.261, -4.108], [-4.046, -7.090, -3.170], [-4.194, -6.157, -2.151], [-5.357, -5.400, -2.064], [-6.370, -5.573, -3.000], [-6.218, -6.500, -4.025], [-4.941, -7.986, -4.904], [-3.142, -7.685, -3.233], [-3.402, -6.020, -1.422], [-5.475, -4.675, -1.265], [-7.278, -4.985, -2.932], [-7.005, -6.632, -4.758], [-8.544, 1.528, 4.391], [-7.435, 2.000, 5.083], [-6.405, 2.634, 4.399], [-6.489, 2.806, 3.022], [-7.600, 2.338, 2.330], [-8.626, 1.695, 3.014], [-9.346, 1.031, 4.925], [-7.373, 1.872, 6.158], [-5.537, 2.995, 4.938], [-5.688, 3.305, 2.488], [-7.666, 2.473, 1.256], [-9.489, 1.326, 2.473], [-12.341, 2.350, 8.254], [-11.232, 2.821, 8.946], [-10.202, 3.456, 8.262], [-10.286, 3.627, 6.885], [-11.397, 3.159, 6.193], [-12.422, 2.517, 6.877], [-13.142, 1.853, 8.788], [-11.169, 2.693, 10.021], [-9.334, 3.817, 8.801], [-9.485, 4.126, 6.352], [-11.463, 3.295, 5.119], [-13.286, 2.148, 6.336], [-3.780, 6.848, -0.938], [-3.453, 6.090, -2.056], [-2.196, 5.508, -2.158], [-1.266, 5.676, -1.137], [-1.595, 6.432, -0.017], [-2.850, 7.021, 0.081], [-4.759, 7.305, -0.860], [-4.180, 5.954, -2.849], [-1.939, 4.921, -3.035], [-0.301, 5.217, -1.220], [-0.871, 6.562, 0.779], [-3.103, 7.614, 0.951], [11.920, 3.668, 4.326], [10.548, 3.886, 4.381], [9.668, 2.823, 4.224], [10.158, 1.539, 4.022], [11.530, 1.319, 3.970], [12.411, 2.384, 4.118], [12.606, 4.498, 4.445], [10.166, 4.887, 4.546], [8.598, 2.995, 4.261], [9.471, 0.708, 3.904], [11.913, 0.317, 3.814], [13.480, 2.214, 4.072]]}